Molecular formula: C33H30Li3N6O7
Method: DFT, the ωB97M-V functional and the def2-TZVPD basis

XYZ file:
```
79
Properties=species:S:1:pos:R:3:lowdin_charge:R:1
Li -0.033 5.649 -1.642 0.855
Li -3.369 4.533 -3.208 0.907
Li 1.711 0.560 -1.912 0.752
C -0.677 2.404 -1.165 -1.184
O -1.555 3.191 -1.339 -0.143
O 0.435 2.939 -1.398 -0.209
O -0.772 1.157 -1.020 -0.125
C 0.925 -2.163 4.338 -0.066
C 0.779 -1.138 3.384 -0.048
C 1.460 0.078 3.611 0.006
C 2.165 0.243 4.809 -0.121
C 2.351 -0.848 5.682 -0.020
C 1.723 -2.000 5.451 -0.097
N 2.933 1.484 5.035 -0.356
O 3.654 1.476 5.997 0.087
O 2.868 2.379 4.193 0.059
H 0.399 -3.081 4.120 0.104
H 0.145 -1.253 2.517 0.102
H 1.291 0.860 2.886 0.114
H 2.936 -0.714 6.580 0.123
H 1.960 -2.888 6.019 0.116
C -4.670 -2.274 0.191 -0.070
C -5.471 -1.279 -0.324 -0.058
C -6.838 -1.527 -0.283 -0.029
C -7.431 -2.636 0.246 -0.140
C -6.548 -3.531 0.853 -0.025
C -5.211 -3.441 0.738 -0.069
N -8.889 -2.859 0.162 -0.314
O -9.364 -3.628 1.017 0.064
O -9.528 -2.377 -0.777 0.079
H -3.611 -2.064 0.176 0.106
H -5.129 -0.339 -0.731 0.110
H -7.485 -0.757 -0.677 0.116
H -7.071 -4.317 1.376 0.120
H -4.539 -4.155 1.193 0.112
N 2.015 0.539 -5.208 0.057
C 1.789 -0.529 -5.991 -0.179
C 2.139 -0.692 -7.278 -0.065
C 2.771 0.407 -7.888 -0.064
C 2.830 1.615 -7.227 -0.065
C 2.391 1.614 -5.900 -0.160
H 1.396 -1.374 -5.444 0.105
H 2.118 -1.643 -7.788 0.111
H 3.120 0.301 -8.904 0.107
H 3.167 2.510 -7.730 0.104
H 2.486 2.534 -5.341 0.098
N 5.123 1.860 -1.757 0.046
C 5.271 2.316 -0.523 -0.174
C 6.368 2.976 -0.132 -0.077
C 7.382 3.243 -1.056 -0.053
C 7.204 2.791 -2.351 -0.071
C 6.042 2.110 -2.661 -0.166
H 4.453 2.142 0.160 0.108
H 6.478 3.266 0.902 0.110
H 8.306 3.697 -0.732 0.108
H 7.903 3.029 -3.139 0.103
H 6.003 1.657 -3.641 0.103
N 2.295 -2.636 -1.178 0.035
C 1.176 -3.393 -1.124 -0.147
C 1.237 -4.760 -0.927 -0.067
C 2.488 -5.329 -0.853 -0.086
C 3.608 -4.571 -0.737 -0.081
C 3.482 -3.206 -0.842 -0.135
H 0.242 -2.973 -1.468 0.103
H 0.313 -5.299 -1.080 0.106
H 2.602 -6.402 -0.812 0.112
H 4.590 -5.001 -0.603 0.111
H 4.342 -2.560 -0.739 0.103
N -5.646 4.469 3.996 0.030
C -4.526 4.372 3.254 -0.153
C -3.798 3.172 3.199 -0.074
C -4.154 2.032 3.964 -0.069
C -5.293 2.166 4.777 -0.049
C -6.002 3.431 4.741 -0.144
H -4.373 5.241 2.631 0.090
H -2.926 3.151 2.562 0.090
H -3.559 1.135 3.872 0.097
H -5.602 1.364 5.431 0.091
H -6.797 3.546 5.463 0.095
```

Max |F| in hartree/bohr: 0.215
Orbital gap in eV: 3.922
LUMO energy in eV: -4.97
Energy in eV: -58581.471
HOMO energy in eV: -8.89
Total charge: +1
Relative energy (zero: lowest compared OMol25 entry of this formula, charge and spin) in eV: 8.866

---

Molecular formula: C33H31AsCl3N6O4V
Method: DFT, the ωB97M-V functional and the def2-TZVPD basis

XYZ file:
```
79
Properties=species:S:1:pos:R:3:mulliken_spin:R:1
V 0.439 0.596 -0.557 2.746
Cl -4.898 4.340 1.512 0.000
C -3.264 3.870 1.122 0.000
C -3.077 2.908 0.139 -0.003
C -1.799 2.467 -0.203 -0.002
N -1.522 1.422 -1.108 0.034
C -2.467 1.137 -2.019 0.016
O -3.370 1.869 -2.435 0.006
C -2.538 -0.300 -2.518 0.035
C -2.928 -0.526 -3.838 0.002
C -3.104 -1.826 -4.270 0.000
C -2.915 -2.862 -3.363 0.001
C -2.560 -2.536 -2.065 0.006
N -2.367 -1.288 -1.643 0.001
C -0.708 3.046 0.493 0.043
C -0.901 4.030 1.450 -0.001
C -2.186 4.443 1.772 0.002
Cl -2.396 5.671 2.989 0.000
N 0.530 2.538 0.109 -0.128
C 1.646 3.249 0.016 0.033
O 1.960 4.338 0.513 0.031
C 2.634 2.555 -0.906 0.058
C 3.879 3.124 -1.130 -0.020
C 4.763 2.498 -1.989 0.026
C 4.373 1.307 -2.589 -0.010
C 3.115 0.804 -2.315 0.046
N 2.243 1.414 -1.504 -0.014
H -3.944 2.512 -0.366 -0.001
H -3.098 0.326 -4.482 0.000
H -3.394 -2.033 -5.293 0.000
H -3.048 -3.898 -3.649 0.000
H -2.422 -3.314 -1.319 0.001
H -0.043 4.470 1.936 0.000
H 4.102 4.046 -0.611 0.000
H 5.740 2.922 -2.183 0.003
H 5.025 0.766 -3.261 -0.001
H 2.782 -0.131 -2.745 -0.004
C 0.948 -4.928 -1.109 0.000
C 0.879 -3.558 -1.694 0.017
C 0.945 -3.116 -3.000 -0.002
C 0.790 -1.719 -2.926 0.049
N 0.642 -1.347 -1.661 -0.110
N 0.720 -2.472 -0.924 0.041
C 0.745 -0.725 -4.040 0.041
H 0.946 -5.675 -1.902 0.000
H 0.096 -5.117 -0.455 0.001
H 1.855 -5.063 -0.517 0.001
H 1.066 -3.719 -3.885 0.000
H 0.466 -2.433 0.087 -0.001
H 1.666 -0.741 -4.628 0.003
H 0.600 0.283 -3.648 -0.005
H -0.085 -0.944 -4.711 0.006
Cl -4.691 -0.596 6.238 0.000
C -3.581 -0.814 4.905 0.002
C -3.379 0.229 4.017 -0.002
C -2.495 0.047 2.964 0.004
C -1.826 -1.163 2.809 -0.004
C -2.047 -2.195 3.711 0.001
C -2.928 -2.028 4.769 -0.001
C -0.855 -1.342 1.666 -0.005
O -0.282 -2.450 1.532 0.005
O -0.706 -0.344 0.924 -0.015
H -3.903 1.167 4.146 0.000
H -2.317 0.842 2.250 0.004
H -1.516 -3.127 3.571 0.000
H -3.111 -2.821 5.481 0.000
C 4.029 1.126 1.813 0.006
As 2.376 0.091 1.607 0.050
C 3.009 -1.582 2.389 0.002
C 1.446 0.876 3.137 0.007
H 4.393 1.003 2.835 -0.001
H 3.830 2.180 1.627 -0.001
H 4.787 0.773 1.114 -0.001
H 3.450 -1.397 3.369 0.000
H 3.761 -2.023 1.734 0.000
H 2.164 -2.262 2.478 -0.001
H 1.904 0.544 4.069 0.000
H 0.390 0.620 3.123 0.000
H 1.536 1.960 3.047 0.000
```

Max |F| in hartree/bohr: 0.016
Orbital gap (spin up / spin down) in eV: 6.064 / 6.713
LUMO energy (spin up / spin down) in eV: 2.25 / 2.25
2S+1: 4
Energy in eV: -175955.561
HOMO energy (spin up / spin down) in eV: -3.82 / -4.47
Total charge: -1
Relative energy (zero: lowest compared OMol25 entry of this formula, charge and spin) in eV: 0.161

---

Molecular formula: C33H31Br2F6N3O2PRbSb
Method: DFT, the ωB97M-V functional and the def2-TZVPD basis

XYZ file:
```
80
Properties=species:S:1:pos:R:3:mulliken_spin:R:1
Rb -0.384 -0.874 0.700 0.001
Br 3.029 4.894 -2.823 0.000
C 2.132 3.359 -2.151 0.000
C 2.522 2.789 -0.953 0.000
C 1.851 1.641 -0.552 0.000
N 0.869 1.093 -1.236 0.000
C 0.463 1.671 -2.364 0.000
C 1.087 2.811 -2.873 0.000
C -0.695 1.038 -3.025 0.000
C -1.209 1.495 -4.239 0.000
C -2.318 0.853 -4.762 0.000
Br -3.041 1.444 -6.416 0.000
C -2.886 -0.210 -4.085 0.000
C -2.289 -0.592 -2.889 0.000
N -1.235 0.008 -2.378 0.000
H 3.314 3.215 -0.359 0.000
H 2.119 1.147 0.372 0.000
H 0.780 3.273 -3.797 0.000
H -0.774 2.322 -4.774 0.000
H -3.753 -0.721 -4.468 0.000
H -2.683 -1.426 -2.328 0.000
F -0.610 -3.190 1.326 0.001
Sb -2.514 -3.467 0.920 -0.006
F -2.080 -3.671 -0.934 0.000
F -2.341 -5.320 1.203 0.000
F -4.380 -3.602 0.672 0.001
F -2.727 -3.080 2.785 0.007
F -2.700 -1.562 0.508 0.000
C -0.112 -3.955 8.663 0.001
C -0.605 -2.548 8.513 -0.003
C -0.986 -1.817 9.632 0.011
C -1.356 -0.487 9.523 -0.004
C -1.371 0.125 8.288 0.018
C -1.053 -0.616 7.153 -0.035
N -1.124 0.052 5.920 0.396
C -2.037 -0.161 4.954 0.163
C -3.242 -0.852 5.209 0.132
C -4.232 -0.899 4.257 -0.023
C -4.074 -0.240 3.039 0.194
C -2.888 0.427 2.764 0.003
C -1.844 0.393 3.666 0.096
C -0.449 0.897 3.232 0.010
O 0.412 0.937 4.133 0.016
O -0.331 1.213 2.051 0.016
C -0.648 -1.951 7.248 0.021
C -0.218 -2.690 6.018 0.015
H -0.276 -4.322 9.674 0.000
H 0.960 -3.991 8.463 -0.001
H -0.613 -4.613 7.957 0.000
H -0.983 -2.287 10.607 0.001
H -1.631 0.075 10.400 0.001
H -1.658 1.159 8.171 -0.005
H -0.298 0.573 5.553 -0.022
H -3.383 -1.296 6.184 -0.006
H -5.142 -1.446 4.457 0.003
H -4.840 -0.295 2.280 -0.006
H -2.736 0.918 1.812 0.010
H -0.060 -2.009 5.184 -0.003
H -0.981 -3.408 5.719 -0.002
H 0.707 -3.230 6.207 0.000
C 4.060 -2.321 -0.833 0.000
P 2.472 -2.351 0.123 0.000
C 2.989 -3.436 1.520 0.000
C 1.599 -3.506 -0.991 0.000
C 1.048 -2.956 -2.146 0.000
C 0.395 -3.760 -3.060 0.000
C 0.267 -5.118 -2.816 0.000
C 0.816 -5.671 -1.673 0.000
C 1.483 -4.871 -0.765 0.000
H 4.389 -3.341 -1.037 0.000
H 4.827 -1.792 -0.272 0.000
H 3.900 -1.806 -1.778 0.000
H 3.637 -4.251 1.193 0.000
H 2.099 -3.830 2.008 0.000
H 3.532 -2.828 2.243 0.000
H 1.125 -1.888 -2.315 0.000
H -0.026 -3.330 -3.957 0.000
H -0.266 -5.747 -3.512 0.000
H 0.735 -6.731 -1.486 0.000
H 1.915 -5.319 0.115 0.000
```

Max |F| in hartree/bohr: 0.047
Orbital gap (spin up / spin down) in eV: 8.221 / 5.353
LUMO energy (spin up / spin down) in eV: -0.19 / -3.05
2S+1: 2
Energy in eV: -216166.454
HOMO energy (spin up / spin down) in eV: -8.41 / -8.41
Total charge: 0
Relative energy (zero: lowest compared OMol25 entry of this formula, charge and spin) in eV: 0.759

---

Molecular formula: C33H31BrN2O3P2RhS
Method: DFT, the ωB97M-V functional and the def2-TZVPD basis

XYZ file:
```
74
Properties=species:S:1:pos:R:3:lowdin_charge:R:1
Rh 1.180 1.343 -0.622 0.840
Br 6.836 -0.535 3.808 0.781
C 5.638 -0.044 2.437 -0.692
C 6.040 -0.136 1.095 -0.087
C 5.188 0.227 0.088 -0.006
C 3.889 0.698 0.356 -0.333
O 3.147 1.034 -0.678 -0.264
C 3.489 0.779 1.708 -0.119
C 2.228 1.268 2.136 -0.092
N 1.258 1.618 1.372 -0.074
C 0.052 2.201 1.893 -0.294
C -0.119 2.715 3.126 -0.005
C -1.394 3.154 3.559 -0.029
C -2.471 3.066 2.744 -0.010
C -2.304 2.590 1.421 -0.144
C -3.364 2.473 0.506 0.028
C -3.122 2.013 -0.755 -0.018
C -1.810 1.693 -1.124 -0.111
N -0.789 1.792 -0.304 -0.031
C -1.025 2.203 0.992 -0.188
C 4.394 0.402 2.735 -0.068
H 7.032 -0.500 0.859 0.113
H 5.494 0.165 -0.950 0.124
H 2.075 1.341 3.209 0.130
H 0.715 2.772 3.814 0.122
H -1.507 3.545 4.561 0.121
H -3.453 3.376 3.080 0.127
H -4.368 2.742 0.816 0.135
H -3.917 1.899 -1.479 0.118
H -1.601 1.340 -2.124 0.094
H 4.080 0.475 3.771 0.120
C 2.492 -1.491 -1.772 -0.196
P 0.854 -0.851 -1.358 0.919
C 0.086 -2.241 -0.539 -0.265
C -0.021 -0.705 -2.949 -0.365
C -0.820 -1.726 -3.452 -0.053
C -1.450 -1.570 -4.680 -0.037
C -1.280 -0.400 -5.411 -0.041
C -0.480 0.621 -4.912 -0.060
C 0.143 0.466 -3.679 -0.394
P 1.161 1.729 -2.886 0.829
C 0.480 3.332 -3.375 -0.211
C 2.753 1.690 -3.749 -0.201
H 2.344 -2.395 -2.364 0.073
H 3.026 -1.735 -0.851 0.069
H 3.077 -0.764 -2.324 0.023
H 0.233 -3.110 -1.192 0.066
H -0.965 -2.054 -0.337 0.055
H 0.581 -2.377 0.417 0.005
H -0.967 -2.641 -2.892 0.105
H -2.083 -2.362 -5.062 0.120
H -1.778 -0.278 -6.365 0.119
H -0.357 1.534 -5.484 0.112
H -0.567 3.428 -3.090 0.049
H 0.587 3.465 -4.450 0.057
H 1.050 4.113 -2.870 0.062
H 2.564 1.733 -4.822 0.064
H 3.311 0.787 -3.511 0.034
H 3.351 2.550 -3.446 0.067
O -5.060 -5.596 3.179 0.111
C -5.114 -4.280 3.506 -0.482
O -6.125 -3.836 3.973 0.117
C -3.902 -3.459 3.215 -0.157
C -4.046 -2.076 3.200 -0.019
C -2.968 -1.254 2.930 -0.113
C -1.689 -1.774 2.664 -0.696
S -0.342 -0.711 2.284 0.620
C -1.555 -3.170 2.713 -0.125
C -2.640 -3.994 2.982 -0.039
H -4.218 -5.794 2.754 0.084
H -5.027 -1.665 3.410 0.121
H -3.092 -0.177 2.928 0.084
H -0.572 -3.604 2.570 0.093
H -2.466 -5.065 3.050 0.111
```

Max |F| in hartree/bohr: 0.025
Orbital gap (spin up / spin down) in eV: 4.087 / 4.086
LUMO energy (spin up / spin down) in eV: -4.74 / -4.74
Energy in eV: -146306.974
HOMO energy (spin up / spin down) in eV: -8.83 / -8.83
Total charge: +1
Relative energy (zero: lowest compared OMol25 entry of this formula, charge and spin) in eV: 1.189

---

total charge of number 4 (C33H31BrN2O3P2RhS)?
+1

---

Which of these has the highest energy?
C33H30Li3N6O7